C29H13ClF15FeGeNO8SSe2 | wB97M-V/def2-TZVPD

```
72
C29H13ClF15FeGeNO8SSe2 | OMol25 | wB97M-V/def2-TZVPD
Fe -3.16775 -22.77878 -1.09181
O -3.44949 -26.74992 -0.54499
C -3.52631 -25.53517 -0.48934
O -2.80663 -24.64844 -1.33733
C -4.42898 -24.83202 0.51306
C -5.05556 -25.34545 1.64833
C -5.73289 -24.43190 2.47275
C -5.87959 -23.08154 2.06651
C -5.31489 -22.69550 0.87419
N -4.48705 -23.55666 0.23357
C -5.37973 -21.35138 0.23124
O -6.08788 -20.48067 0.70845
O -4.55557 -21.27843 -0.79595
H -4.88445 -26.35541 1.91414
H -6.19133 -24.84336 3.33316
H -6.29134 -22.33455 2.76333
C -1.95226 -16.64103 -0.85674
Se -3.77175 -16.24037 -0.19783
C -4.54373 -17.76610 -1.20788
C -4.33431 -17.74873 -2.66881
Se -5.42539 -19.08577 -3.68030
C -5.11987 -18.04294 -5.27435
H -1.97668 -16.64745 -1.94157
H -1.77111 -17.66445 -0.50881
H -1.24882 -15.90415 -0.51431
H -5.57033 -17.79221 -0.86165
H -4.01990 -18.60331 -0.76135
H -3.36527 -18.00797 -2.98671
H -4.62811 -16.77770 -3.07785
H -5.47774 -16.97973 -5.16713
H -5.66619 -18.52927 -6.02524
H -4.07177 -18.07266 -5.61883
F -6.15000 -15.58181 3.67181
C -5.31910 -14.85585 4.40877
C -4.17759 -15.48515 5.01828
C -3.28854 -14.63741 5.74710
F -2.31547 -15.22806 6.45974
C -3.52097 -13.32162 5.92598
F -2.71753 -12.66133 6.77941
C -4.59802 -12.68686 5.25250
F -4.81976 -11.34992 5.33645
C -5.48953 -13.47553 4.50197
F -6.34416 -12.82342 3.71226
Ge -3.60730 -17.33908 4.60281
S -2.98188 -17.87506 2.58665
C -1.97809 -18.34470 5.30583
C -0.73619 -17.67449 5.54432
F -0.60103 -16.48723 4.98601
C 0.35662 -18.31562 6.04307
F 1.51357 -17.64087 6.02778
C 0.28059 -19.64975 6.47439
F 1.37716 -20.26379 6.96141
C -0.95448 -20.31910 6.30410
F -0.89741 -21.68351 6.55344
C -2.04420 -19.68452 5.75803
F -3.11130 -20.45591 5.53568
C -5.12575 -18.26888 5.56271
C -4.98808 -18.41116 6.98780
F -4.23842 -17.54840 7.69619
C -5.78786 -19.26032 7.74736
F -5.77645 -19.31093 9.11342
C -6.72776 -20.02589 7.04499
F -7.60727 -20.81733 7.74203
C -6.84680 -19.92683 5.63060
F -7.67125 -20.77312 4.94648
C -6.07779 -19.05397 4.89974
F -6.31684 -19.05009 3.58471
O 0.22108 -21.73242 -1.55576
Cl -1.03174 -21.03046 -1.62670
O -0.96151 -19.64822 -1.98747
O -1.74478 -21.22000 -0.27377
O -1.92360 -21.76677 -2.55618
```

**F_max**: 3.86 eV Å⁻¹
**LUMO energy (spin up / spin down)**: 3.65 / 2.45 eV
**Expectation value of S²**: 6.07
**Charge**: -2
**Multiplicity**: 5
**HOMO-LUMO gap (spin up / spin down)**: 0.1187 / 0.2298 Ha
**HOMO energy (spin up / spin down)**: 0.414 / -3.802 eV